No. 1
Here is a molecular structure, C31H43Cl3N2P2S5SiYb from the OMol25 dataset. Energies are from ωB97M-V/def2-TZVPD.

Element x y z (Å)
Yb  -0.947  1.217  0.732
Cl  -4.841  0.169  1.010
Cl  -3.607  -0.582  3.913
Cl  -4.444  2.417  3.271
S  -4.603  1.736  -3.067
S  -6.123  -0.054  -4.891
S  -2.509  2.465  -1.093
S  -4.129  -1.095  -2.930
S  -2.026  -0.894  -0.813
P  1.023  0.265  -1.459
P  0.719  -1.219  1.476
Si  -3.339  0.860  2.341
N  0.864  -2.287  -2.460
N  0.603  -3.507  0.028
C  -0.158  4.762  -0.485
C  -0.543  2.572  4.115
C  0.344  -5.640  -1.032
C  0.673  -2.210  -0.085
C  0.048  3.765  0.619
C  0.909  0.737  -3.291
C  -5.005  0.181  -3.707
C  2.489  -1.542  1.898
C  2.878  0.212  -1.270
C  -0.218  -1.307  4.005
C  0.632  -4.413  -3.536
C  -0.144  2.767  2.677
C  0.281  -6.382  -2.182
C  -2.020  4.457  1.987
C  -3.376  1.225  -1.919
C  0.429  -5.764  -3.438
C  -1.520  -2.673  2.332
C  2.000  0.141  -4.187
C  0.645  -3.515  3.245
C  2.192  1.673  2.857
C  -0.475  0.384  -3.840
C  0.788  -1.572  -1.368
C  1.039  2.265  -3.299
C  1.089  2.354  2.098
C  1.208  2.983  0.829
C  -3.167  -0.105  -1.843
C  0.540  -4.249  -1.109
C  2.457  3.114  0.004
C  0.679  -3.627  -2.367
C  -0.121  -2.262  2.808
C  -0.784  3.637  1.756
H  -2.693  4.413  1.130
H  -1.625  2.497  4.234
H  3.291  2.584  0.465
H  -0.539  0.676  -4.893
H  -1.249  0.925  -3.298
H  -0.206  3.423  4.714
H  2.741  4.167  -0.067
H  0.373  -6.366  -4.336
H  3.000  0.486  -3.916
H  2.725  -2.583  1.682
H  1.809  0.462  -5.215
H  2.334  2.745  -1.013
H  1.815  0.854  3.474
H  0.847  -4.162  2.396
H  -0.097  1.672  4.540
H  -0.824  -1.752  4.795
H  3.271  -0.743  -1.615
H  3.151  -0.895  1.328
H  3.145  0.363  -0.225
H  0.863  2.638  -4.311
H  0.734  -3.919  -4.494
H  -0.679  -0.681  -3.770
H  1.581  -3.275  3.752
H  0.633  4.692  -1.232
H  -1.113  4.627  -0.992
H  2.038  2.590  -2.993
H  -2.118  -2.993  3.187
H  2.954  1.264  2.191
H  -1.748  5.508  2.139
H  2.692  2.382  3.525
H  0.017  -4.064  3.953
H  0.299  2.721  -2.635
H  -0.148  5.777  -0.073
H  -2.567  4.120  2.862
H  0.108  -7.449  -2.129
H  -2.053  -1.855  1.847
H  0.776  -1.095  4.414
H  -0.689  -0.363  3.726
H  1.977  -0.943  -4.154
H  2.635  -1.339  2.958
H  3.338  1.015  -1.844
H  0.226  -6.094  -0.056
H  -1.454  -3.492  1.620

The LUMO energy (spin up / spin down) is 0.0505 / 0.0505 Ha. As for the charge: -1. As for the largest force on an atom: 1.5 eV/A. The value obtained for the gap between HOMO and LUMO (spin up / spin down) is 0.201 / 0.201 hartree. Its multiplicity is 2. Its energy relative to the best compared isomer or geometry (same formula, charge and spin) is 0.00 kcal/mol.

---

No. 2
Here is a molecular structure, C31H43ClCuN3P from the OMol25 dataset. Energies are from ωB97M-V/def2-TZVPD.

Element x y z (Å)
Cu  -0.223  -0.051  -0.143
Cl  -5.553  0.872  0.968
P  -0.289  1.888  -1.508
N  -2.152  -0.635  -0.317
N  -0.068  -0.470  1.889
N  1.716  -0.700  -0.019
C  -3.076  0.133  0.246
C  3.933  -1.673  -3.421
C  1.158  -0.555  2.253
C  1.362  3.522  0.124
C  2.473  -1.008  -1.153
C  -1.763  0.785  3.132
C  -1.146  -0.423  2.776
C  0.923  1.989  -2.893
C  -4.438  -0.143  0.158
C  0.924  -2.944  -1.509
C  2.828  -2.429  -3.061
C  2.121  -0.883  1.183
C  -1.241  2.101  2.639
C  3.587  -0.230  -1.518
C  3.412  -1.511  1.567
C  -1.621  -1.655  3.269
C  -3.877  -2.000  -1.224
C  -4.849  -1.230  -0.610
C  -0.958  -2.936  2.870
C  -2.541  -1.687  -1.035
C  -2.833  0.743  4.015
C  2.086  -2.110  -1.939
C  -3.286  -0.458  4.536
C  1.644  -0.363  3.643
C  -1.940  2.293  -2.232
C  4.305  -0.585  -2.650
C  -2.501  1.292  -3.237
C  0.045  3.495  -0.640
C  -2.681  -1.645  4.156
C  4.017  0.947  -0.699
C  0.873  0.795  -3.839
H  0.057  0.890  -4.547
H  -0.598  2.551  3.397
H  3.219  -2.380  2.196
H  3.981  -1.825  0.695
H  4.817  0.656  -0.018
H  -2.066  2.789  2.462
H  0.831  -0.059  4.298
H  0.475  -3.452  -2.359
H  -1.857  3.278  -2.701
H  0.752  2.935  -3.420
H  1.427  4.416  0.740
H  4.018  -0.829  2.161
H  -0.783  -2.980  1.795
H  -0.655  1.986  1.727
H  3.194  1.353  -0.112
H  2.412  0.412  3.657
H  -4.144  -2.828  -1.861
H  2.210  3.539  -0.555
H  1.905  2.032  -2.409
H  0.746  -0.128  -3.275
H  -2.619  2.394  -1.378
H  2.101  -1.269  4.039
H  -4.104  -0.468  5.240
H  -2.734  0.997  0.792
H  2.553  -3.289  -3.654
H  0.047  4.277  -1.403
H  -2.024  1.405  -4.205
H  1.796  0.726  -4.408
H  4.501  -1.933  -4.300
H  1.451  2.651  0.775
H  -3.300  1.672  4.305
H  0.000  -3.042  3.380
H  -1.769  -2.294  -1.483
H  1.235  -3.707  -0.795
H  -0.787  3.690  0.041
H  0.177  -2.316  -1.020
H  -2.366  0.263  -2.905
H  -5.896  -1.463  -0.728
H  -3.564  1.474  -3.379
H  4.419  1.722  -1.347
H  -3.023  -2.585  4.556
H  5.172  0.000  -2.923
H  -1.575  -3.783  3.153

The LUMO energy (spin up / spin down) is -0.2441 / -0.2894 Ha. As for the charge: +2. As for the largest force on an atom: 1.9 eV/A. The value obtained for the gap between HOMO and LUMO (spin up / spin down) is 0.274 / 0.232 hartree. Its multiplicity is 2. Its energy relative to the best compared isomer or geometry (same formula, charge and spin) is 11.79 kcal/mol.

---

Number 1: DFT total energy -6819.3598 Ha. Number 2: DFT total energy -3812.8960 Ha.